[1]
DFT (wB97M-V/def2-TZVPD) results for C7H8O in the gas phase in a non-equilibrium geometry.

```
! wB97M-V def2-TZVPD RIJCOSX def2/J DEFGRID3
* xyz 0 1
C 2.414 0.860 -0.064
C 1.120 0.169 0.167
C -0.024 -1.291 1.436
C -0.838 -0.799 0.471
C -2.146 -0.505 -0.258
C -1.378 0.569 -1.087
C -0.120 0.137 -0.307
H 3.215 0.158 -0.239
H 2.653 1.391 0.869
H 2.308 1.537 -0.922
H 0.001 -2.005 2.270
H -2.951 -0.096 0.385
H -2.481 -1.372 -0.828
H -1.326 0.347 -2.165
H -1.665 1.620 -0.947
O 1.219 -0.719 1.219
*
```

Output
energy relative to the best compared isomer or geometry (same formula, charge and spin): 2.3923 eV
max |F|: 0.0363 hartree/bohr
SMILES: Cc1occ2c1CC2
HOMO level: -8.3 eV

Computed Löwdin charges, given in elementary charges: number 1, C, carries -0.010; number 2, C, carries -0.275; number 3, C, carries -0.031; number 4, C, carries -0.178; number 5, C, carries -0.098; number 6, C, carries -0.081; number 7, C, carries -0.138; number 8, H, carries 0.076; number 9, H, carries 0.089; number 10, H, carries 0.088; number 11, H, carries 0.124; number 12, H, carries 0.113; number 13, H, carries 0.104; number 14, H, carries 0.105; number 15, H, carries 0.107; number 16, O, carries 0.003

***

[2]
DFT (wB97M-V/def2-TZVPD) results for a molecular structure, C7H8O in a non-equilibrium geometry.

```
! wB97M-V def2-TZVPD RIJCOSX def2/J DEFGRID3
* xyz 0 1
C -0.913 1.068 2.750
C -0.089 1.357 1.683
C -0.081 0.599 0.425
C 0.787 0.682 -0.596
C 0.692 -1.340 -1.912
C -0.544 -1.514 -0.687
C -0.841 -0.684 0.210
H -0.762 1.507 3.571
H -1.692 0.312 2.872
H 0.509 2.256 1.601
H 1.633 1.234 -0.648
H 1.690 -1.958 -1.912
H -0.116 -1.483 -2.999
H -1.345 -2.242 -0.626
H -1.646 -0.956 1.008
O 0.958 0.040 -1.762
*
```

Output
energy relative to the best compared isomer or geometry (same formula, charge and spin): 6.0473 eV
max |F|: 0.1480 hartree/bohr
HOMO level: -8.0 eV

Computed Löwdin charges, given in elementary charges: number 1, C, carries 0.046; number 2, C, carries -0.090; number 3, C, carries -0.198; number 4, C, carries -0.121; number 5, C, carries -0.086; number 6, C, carries -0.064; number 7, C, carries -0.130; number 8, H, carries -0.041; number 9, H, carries 0.063; number 10, H, carries 0.103; number 11, H, carries 0.102; number 12, H, carries 0.129; number 13, H, carries 0.186; number 14, H, carries 0.085; number 15, H, carries 0.136; number 16, O, carries -0.118

***

[3]
DFT (wB97M-V/def2-TZVPD) results for C7H8O in the gas phase in a non-equilibrium geometry.

```
! wB97M-V def2-TZVPD RIJCOSX def2/J DEFGRID3
* xyz 0 1
C 1.840 -0.392 -0.037
C 0.544 1.184 1.169
C -0.821 1.001 1.084
C -1.490 1.026 -0.308
C -1.355 0.133 -1.207
C -0.588 -1.218 -0.870
C 0.784 -1.321 -0.419
H 2.110 -0.718 0.860
H 2.435 -0.488 -0.758
H 0.984 1.048 2.142
H -1.562 0.834 2.122
H -2.090 1.993 -0.596
H -2.296 0.278 -2.075
H -1.158 -2.141 -0.848
H 1.085 -2.419 -0.426
O 1.579 1.201 0.168
*
```

Output
energy relative to the best compared isomer or geometry (same formula, charge and spin): 6.5725 eV
max |F|: 0.1559 hartree/bohr
SMILES: C1=C\C=C/OC\C=C/1
HOMO level: -9.0 eV

Computed Löwdin charges, given in elementary charges: number 1, C, carries -0.081; number 2, C, carries -0.187; number 3, C, carries -0.073; number 4, C, carries -0.205; number 5, C, carries -0.141; number 6, C, carries -0.037; number 7, C, carries -0.074; number 8, H, carries 0.077; number 9, H, carries 0.048; number 10, H, carries 0.095; number 11, H, carries 0.177; number 12, H, carries 0.129; number 13, H, carries 0.170; number 14, H, carries 0.074; number 15, H, carries 0.124; number 16, O, carries -0.099

***

[4]
DFT (wB97M-V/def2-TZVPD) results for C7H8O2 in the gas phase in a non-equilibrium geometry.

```
! wB97M-V def2-TZVPD RIJCOSX def2/J DEFGRID3
* xyz 0 1
C -1.159 0.656 -1.026
C -0.438 -1.112 0.064
C 1.842 -0.149 -0.248
C 1.322 1.055 -0.140
C -0.156 1.233 -0.010
C -0.462 0.737 1.314
C -0.822 -0.536 1.308
H -0.942 1.002 -1.998
H -2.238 0.660 -0.578
H -0.897 -2.039 -0.088
H 2.932 -0.368 -0.172
H 1.787 1.912 -0.414
H -0.448 2.258 -0.077
H -0.525 1.446 2.090
H -1.086 -0.880 2.377
O -0.987 -0.662 -1.090
O 1.069 -1.250 0.001
*
```

Output
energy relative to the best compared isomer or geometry (same formula, charge and spin): 4.3558 eV
max |F|: 0.1018 hartree/bohr
SMILES: C1=C[C@@H]2C=C[C@H](O1)OC2
HOMO level: -8.7 eV

Computed Löwdin charges, given in elementary charges: number 1, C, carries -0.174; number 2, C, carries -0.356; number 3, C, carries -0.113; number 4, C, carries -0.032; number 5, C, carries -0.301; number 6, C, carries -0.057; number 7, C, carries -0.007; number 8, H, carries 0.126; number 9, H, carries 0.177; number 10, H, carries 0.148; number 11, H, carries 0.139; number 12, H, carries 0.074; number 13, H, carries 0.137; number 14, H, carries 0.113; number 15, H, carries 0.156; number 16, O, carries -0.026; number 17, O, carries -0.003

***

[5]
DFT (wB97M-V/def2-TZVPD) results for C7H8O3 in the gas phase in a non-equilibrium geometry.

```
! wB97M-V def2-TZVPD RIJCOSX def2/J DEFGRID3
* xyz 0 1
C -0.771 -2.140 -2.070
C -0.315 -1.179 -1.552
C 0.799 -0.559 1.285
C 1.143 -0.507 0.033
C -0.824 1.147 -0.349
C -0.398 0.126 1.833
C 0.347 0.082 -1.068
O -1.326 0.443 0.765
O -0.083 1.151 2.714
O 1.126 0.805 -1.985
H -1.164 -3.126 -2.350
H 1.452 -0.963 2.044
H 2.146 -0.911 -0.246
H -0.157 1.917 -0.072
H -1.733 1.315 -0.975
H -0.852 -0.596 2.437
H 0.139 1.997 2.246
H 0.472 0.998 -2.689
*
```

Output
energy relative to the best compared isomer or geometry (same formula, charge and spin): 4.3242 eV
max |F|: 0.0864 hartree/bohr
SMILES: C#C[C@]1(O)C=C[C@@H](O)OC1
HOMO level: -9.3 eV

Computed Löwdin charges, given in elementary charges: number 1, C, carries 0.126; number 2, C, carries -0.067; number 3, C, carries -0.015; number 4, C, carries -0.049; number 5, C, carries -0.050; number 6, C, carries -0.399; number 7, C, carries -0.455; number 8, O, carries -0.082; number 9, O, carries 0.027; number 10, O, carries 0.015; number 11, H, carries 0.051; number 12, H, carries 0.122; number 13, H, carries 0.147; number 14, H, carries 0.100; number 15, H, carries 0.146; number 16, H, carries 0.137; number 17, H, carries 0.126; number 18, H, carries 0.121

***

[6]
DFT (wB97M-V/def2-TZVPD) results for C7H8O3 in the gas phase in a non-equilibrium geometry.

```
! wB97M-V def2-TZVPD RIJCOSX def2/J DEFGRID3
* xyz 0 1
C 0.066 -1.758 -0.138
C -2.083 -0.813 -0.765
C -1.374 -1.962 -0.052
C 1.129 -1.013 -0.471
C 2.439 -1.559 -0.087
C -1.515 1.311 0.714
C -2.207 0.397 -0.181
O -1.936 -2.889 0.497
O 1.041 0.309 -0.894
O -3.374 0.955 -0.584
H 2.925 -1.706 -1.009
H 2.425 -2.568 0.429
H 2.993 -0.739 0.371
H -0.915 2.089 0.130
H -0.819 0.654 1.262
H -2.283 1.787 1.344
H 0.112 0.430 -1.053
H -3.796 0.391 -1.259
*
```

Output
energy relative to the best compared isomer or geometry (same formula, charge and spin): 6.3971 eV
max |F|: 0.0654 hartree/bohr
HOMO level (alpha / beta): -9.1 / -9.3 eV

Computed Löwdin charges, given in elementary charges: number 1, C, carries 0.183; number 2, C, carries 0.157; number 3, C, carries -0.475; number 4, C, carries -0.364; number 5, C, carries -0.025; number 6, C, carries -0.010; number 7, C, carries -0.430; number 8, O, carries 0.069; number 9, O, carries 0.060; number 10, O, carries 0.039; number 11, H, carries 0.070; number 12, H, carries 0.126; number 13, H, carries 0.097; number 14, H, carries 0.126; number 15, H, carries 0.099; number 16, H, carries 0.107; number 17, H, carries 0.053; number 18, H, carries 0.119

***

Q: Which electronic energy values were calculated for the entries above? A: -9433.850 -9430.195 -9429.670 -11479.204 -13526.933 -13524.860, in eV.